# C5H9FN5

An isolated ion of composition C5H9FN5 and charge +1 at a distorted geometry (the ωB97M-V functional and the def2-TZVPD basis, OMol25).

Cartesian coordinates (Å):
N1 -2.026 -0.769 -0.346
H1 -2.834 -1.377 0.081
H2 5.031 1.008 0.746
N2 4.204 -0.640 -0.150
H3 -0.070 1.883 0.154
H4 2.473 2.001 0.544
H5 1.209 -1.936 -0.988
C1 -0.256 0.874 -0.303
N3 0.410 -1.352 -0.801
F1 -0.800 1.029 -1.558
C2 0.800 -0.194 -0.430
H6 -2.133 0.921 0.860
H7 -0.652 -1.500 -0.665
C3 4.207 0.586 0.344
C4 2.906 1.033 0.410
C5 -1.389 0.163 0.606
N4 3.087 -1.024 -0.422
H8 -2.386 -0.152 -1.106
H9 -0.854 -0.245 1.588
N5 2.201 0.002 -0.213

Output
- SMILES = NC[C@H](F)/C(N)=[N+]1\C=CN=N1
- 2S+1 = 1
- E_HOMO (eV) = -14.2
- net charge = +1
- frontier orbital gap (eV) = 9.25
- ΔE to the lowest compared entry with this formula, charge and spin (kJ/mol) = 8.8

# C3H8N4O2

One molecule with the formula C3H8N4O2 at a distorted geometry (the ωB97M-V functional and the def2-TZVPD basis, OMol25).

Cartesian coordinates (Å):
H1 -2.452 2.524 0.748
C1 0.724 -0.298 -0.679
N1 -2.081 0.697 1.278
O1 -1.943 2.060 1.420
C2 -0.069 -1.041 -1.710
H2 -2.432 0.199 2.105
N2 2.000 -0.240 -0.753
H3 0.654 -1.695 -2.304
H4 3.661 0.272 -0.023
H5 -0.142 -1.794 1.031
N3 -0.913 -1.239 1.396
C3 -0.936 -0.067 1.005
O2 -0.047 0.559 0.158
H6 -0.719 -1.690 -1.200
H7 -0.603 -0.323 -2.419
H8 2.587 1.513 -0.155
N4 2.711 0.563 0.102

Output
- SMILES = [H]/N=C(/NO)O/C(C)=N\N
- 2S+1 = 1
- E_HOMO (eV) = -8.9
- net charge = 0
- frontier orbital gap (eV) = 9.73
- ΔE to the lowest compared entry with this formula, charge and spin (kJ/mol) = 364.1

# C2H4CsLiO3

C2H4CsLiO3 as an isolated structure at a distorted geometry (the ωB97M-V functional and the def2-TZVPD basis, OMol25).

Cartesian coordinates (Å):
C1 1.767 0.134 2.460
H1 1.532 -0.204 3.472
O1 1.053 1.099 0.588
O2 0.900 0.932 1.947
Li1 2.701 -1.519 -2.261
C2 1.985 -1.851 0.501
H2 1.168 -2.431 0.958
Cs1 -1.925 -0.132 -0.883
H3 2.790 0.304 2.106
O3 1.751 -1.166 -0.555
H4 3.019 -2.187 0.674

Output
- 2S+1 = 1
- E_HOMO (spin up / spin down) (eV) = -17.0 / -16.3
- net charge = +2
- frontier orbital gap (spin up / spin down) (eV) = 8.38 / 7.77

# C2H2OS

One molecule with the formula C2H2OS at a distorted geometry (the ωB97M-V functional and the def2-TZVPD basis, OMol25).

Cartesian coordinates (Å):
O1 -4.536 0.358 0.238
H1 0.535 -0.674 0.648
C1 -0.276 -0.113 0.023
C2 -1.595 0.021 0.185
S1 -3.223 -0.276 -0.257
H2 0.232 0.626 -0.638

Output
- 2S+1 = 1
- E_HOMO (spin up / spin down) (eV) = -9.5 / -9.5
- net charge = 0
- frontier orbital gap (spin up / spin down) (eV) = 9.08 / 9.08
- ΔE to the lowest compared entry with this formula, charge and spin (kJ/mol) = 236.5

Looking at calculated total energy for the records above, in order, we have -15489.619; -13292.845; -9013.949; -14985.260 eV.